Record 1
The following is a quantum chemistry calculation of 3 unconnected molecules or ions with the total composition C4H15NO2S in a non-equilibrium geometry, from the OMol25 dataset.

```
23
C4H15NO2S, DFT the ωB97M-V functional and the def2-TZVPD basis
C 1.266 -0.010 -1.332
N -0.196 0.478 -1.001
C -0.624 -0.346 0.105
C -1.405 -1.625 -0.304
C -1.591 0.666 0.907
S -1.932 0.251 2.634
H 1.398 -1.006 -1.631
H 1.580 0.721 -2.154
H 1.905 0.446 -0.498
H -0.635 0.459 -1.820
H 0.218 -0.617 0.703
H -1.740 -2.321 0.524
H -2.279 -1.281 -0.955
H -0.623 -2.095 -0.879
H -1.191 1.696 1.031
H -2.439 0.736 0.177
H -2.453 -1.049 2.643
O 3.147 -1.246 -0.189
H 3.109 -2.018 -0.584
H 2.996 -1.633 0.749
O 0.626 3.648 0.541
H 1.030 2.813 0.312
H -0.167 3.333 1.022
```

Lowest unoccupied orbital energy (eV): 0.39
SMILES: CN[C@H](C)CS.O.O
Gap between HOMO and LUMO (hartree): 0.338
2S+1: 1
ΔE to the lowest compared entry with this formula, charge and spin (eV): 2.920

Results of the Löwdin charge analysis, in e, for atoms 1 through 8: -0.088, -0.059, -0.485, -0.060, -0.543, 0.665, 0.039, 0.097

Record 2
The following is a quantum chemistry calculation of 3 unconnected molecules or ions with the total composition C4H15NO3 in a non-equilibrium geometry, from the OMol25 dataset.

```
23
C4H15NO3, DFT the ωB97M-V functional and the def2-TZVPD basis
C -11.580 -9.880 -1.121
O -10.545 -9.425 -0.335
C -9.355 -9.029 -1.007
C -8.163 -8.852 0.086
C -8.514 -7.843 1.215
N -6.932 -8.525 -0.479
H -12.003 -9.209 -1.869
H -12.450 -9.780 -0.472
H -11.378 -10.927 -1.347
H -9.040 -9.914 -1.560
H -9.487 -8.111 -1.579
H -8.132 -9.835 0.555
H -9.585 -7.825 1.421
H -8.155 -6.835 1.006
H -7.990 -8.137 2.124
H -6.714 -9.245 -1.153
H -6.235 -8.689 0.233
O -9.907 -8.248 3.393
H -9.481 -8.860 3.993
H -9.392 -8.303 2.588
O -8.788 -6.358 3.895
H -9.326 -7.149 3.860
H -9.154 -5.788 3.219
```

Lowest unoccupied orbital energy (eV): 0.66
SMILES: COC[C@H](C)N.O.O
Gap between HOMO and LUMO (hartree): 0.386
2S+1: 1
ΔE to the lowest compared entry with this formula, charge and spin (eV): 3.154

Results of the Löwdin charge analysis, in e, for atoms 1 through 8: -0.138, -0.206, -0.140, -0.423, -0.054, 0.031, 0.090, 0.088

Record 3
The following is a quantum chemistry calculation of 4 unconnected molecules or ions with the total composition C4H15NO3 in a non-equilibrium geometry, from the OMol25 dataset.

```
23
C4H15NO3, DFT the ωB97M-V functional and the def2-TZVPD basis
C 0.578 -0.387 1.261
N -0.313 0.364 0.264
C -0.199 1.834 0.353
C -1.689 -0.057 0.208
C -1.865 -1.433 -0.129
O 1.525 0.216 -2.055
H 0.857 0.272 2.157
H -0.125 -1.251 1.538
H 1.507 -0.635 0.741
H -0.690 2.217 1.260
H -0.571 2.418 -0.456
H 0.906 2.113 0.400
H -2.193 0.488 -0.602
H -2.307 0.074 1.197
H -1.917 -1.674 -1.230
H -2.920 -1.733 0.118
H 1.788 0.902 -1.487
H 1.231 -0.654 -1.502
H 3.029 1.788 0.296
O 2.374 2.186 -0.302
H -1.126 -2.181 0.246
H 1.356 -2.688 -1.402
O 0.763 -2.181 -0.873
```

Lowest unoccupied orbital energy (eV): -4.83
Gap between HOMO and LUMO (hartree): 0.146
2S+1: 1
ΔE to the lowest compared entry with this formula, charge and spin (eV): 9.803

Results of the Löwdin charge analysis, in e, for atoms 1 through 8: -0.005, -0.099, -0.044, -0.297, -0.161, -0.054, 0.126, 0.104

Record 4
The following is a quantum chemistry calculation of 3 unconnected molecules or ions with the total composition C4H15NO3 in a non-equilibrium geometry, from the OMol25 dataset.

```
23
C4H15NO3, DFT the ωB97M-V functional and the def2-TZVPD basis
C 0.073 -1.771 -1.394
C -0.557 -1.231 -0.118
C -2.087 -0.970 -0.163
N 0.140 -0.069 0.467
C 0.279 1.045 -0.442
O 1.036 2.077 0.155
H 0.317 -1.051 -2.152
H 0.985 -2.303 -1.109
H -0.562 -2.542 -1.836
H -0.500 -2.011 0.644
H -2.272 -0.148 0.527
H -2.452 -0.683 -1.146
H -2.622 -1.855 0.173
H 0.993 -0.347 0.929
H 0.808 0.835 -1.374
H -0.736 1.257 -0.793
H 0.450 2.575 0.741
O 3.320 0.819 -0.317
H 2.845 0.526 0.458
H 2.800 1.571 -0.628
O -0.986 1.748 2.419
H -0.439 1.514 3.176
H -0.833 1.014 1.783
```

Lowest unoccupied orbital energy (eV): 0.71
SMILES: CC(C)NCO.O.O
Gap between HOMO and LUMO (hartree): 0.381
2S+1: 1
ΔE to the lowest compared entry with this formula, charge and spin (eV): 0.703

Results of the Löwdin charge analysis, in e, for atoms 1 through 8: -0.056, -0.422, -0.051, -0.052, -0.303, -0.058, 0.062, 0.082

Record 5
The following is a quantum chemistry calculation of a molecular structure, C4H15NO3 in a non-equilibrium geometry, from the OMol25 dataset.

```
23
C4H15NO3, DFT the ωB97M-V functional and the def2-TZVPD basis
C -0.426 0.673 2.049
C 0.452 -0.581 1.903
N 1.189 -0.562 0.616
C 0.378 -0.601 -0.512
C 1.215 -0.262 -1.771
H -1.395 0.663 1.541
H -0.611 0.801 3.123
H 1.124 -0.657 2.756
H 1.820 0.274 0.558
H -0.038 -1.632 -0.702
H -0.533 0.047 -0.435
H 2.278 -0.532 -1.646
H 0.756 -0.735 -2.638
H 1.258 0.837 -1.874
H 1.815 2.755 0.147
H 0.127 1.571 1.718
O 2.081 1.855 0.376
H -2.159 -1.811 -2.442
H -2.144 -0.505 -1.266
O -1.529 -1.145 -2.152
H -0.176 -1.471 1.845
H -2.771 0.964 -0.751
O -2.709 0.055 -0.443
```

Lowest unoccupied orbital energy (eV): -4.96
Gap between HOMO and LUMO (hartree): 0.157
2S+1: 1
ΔE to the lowest compared entry with this formula, charge and spin (eV): 8.320

Results of the Löwdin charge analysis, in e, for atoms 1 through 8: -0.068, -0.168, 0.119, -0.267, -0.057, 0.058, 0.083, 0.120

Record 6
The following is a quantum chemistry calculation of 4 unconnected molecules or ions with the total composition C4H15NO3 in a non-equilibrium geometry, from the OMol25 dataset.

```
23
C4H15NO3, DFT the ωB97M-V functional and the def2-TZVPD basis
C 2.761 0.112 -0.813
C 2.268 -0.397 0.538
N 0.943 -0.987 0.404
C -0.244 -0.191 0.671
C -1.032 -0.761 1.875
H 2.973 1.168 -0.830
H 3.479 -0.500 -1.336
H 2.808 -1.281 0.937
H 0.839 -1.478 -0.488
H 0.019 0.854 0.892
H -0.806 -0.123 -0.252
H -0.538 -0.370 2.771
H -2.045 -0.413 1.805
H -0.910 -1.844 1.829
H -0.139 1.262 -2.029
H 1.219 0.569 -1.731
O 0.538 0.706 -2.410
H -3.265 -0.954 -0.646
H -2.988 0.607 -0.411
O -3.439 -0.236 -0.019
H 2.231 0.287 1.396
H -2.480 2.228 -1.472
O -2.192 1.743 -0.680
```

Lowest unoccupied orbital energy (spin up / spin down) (eV): -5.81 / -7.76
Total charge: +1
Expectation value of S²: 1.68
Gap between HOMO and LUMO (spin up / spin down) (hartree): 0.336 / 0.250
2S+1: 2
ΔE to the lowest compared entry with this formula, charge and spin (eV): 5.927

Results of the Löwdin charge analysis, in e, for atoms 1 through 8: 0.123, -0.192, 0.142, -0.224, -0.013, 0.092, 0.092, 0.150

Record 7
The following is a quantum chemistry calculation of 4 unconnected molecules or ions with the total composition C4H15NO3 in a non-equilibrium geometry, from the OMol25 dataset.

```
23
C4H15NO3, DFT the ωB97M-V functional and the def2-TZVPD basis
C -0.427 0.944 1.584
N -1.553 0.139 1.026
C -1.627 0.343 -0.415
C -0.403 -1.200 -2.011
C -1.307 -0.992 -1.035
H -0.188 1.792 0.970
H 0.428 0.395 1.749
H -0.811 1.397 2.468
H -2.364 0.233 1.613
H -2.657 0.593 -0.767
H -0.893 1.111 -0.732
H -0.346 -2.136 -2.485
H 0.238 -0.428 -2.454
H -1.811 -1.772 -0.716
H 0.139 -1.472 1.275
H -0.011 -2.398 0.022
O 0.596 -2.160 0.789
H 1.474 -0.755 -0.037
H 2.862 0.008 0.087
O 2.030 -0.134 -0.422
H 2.657 2.622 -0.544
H 1.962 1.444 -0.039
O 2.011 2.428 0.076
```

Lowest unoccupied orbital energy (spin up / spin down) (eV): -3.46 / -8.65
Total charge: +1
Expectation value of S²: 0.75
Gap between HOMO and LUMO (spin up / spin down) (hartree): 0.400 / 0.208
2S+1: 2
ΔE to the lowest compared entry with this formula, charge and spin (eV): 2.831

Results of the Löwdin charge analysis, in e, for atoms 1 through 8: 0.022, 0.169, -0.121, 0.093, -0.154, 0.094, 0.077, 0.112

Record 8
The following is a quantum chemistry calculation of 4 unconnected molecules or ions with the total composition C4H15NO4S in a non-equilibrium geometry, from the OMol25 dataset.

```
25
C4H15NO4S, DFT the ωB97M-V functional and the def2-TZVPD basis
C 0.061 -1.921 0.093
N -0.604 -0.697 0.591
C -0.086 0.547 -0.035
C 1.428 0.533 -0.211
O 2.174 0.343 0.726
C -0.490 1.738 0.815
S 0.333 3.275 0.257
H 1.114 -2.077 0.443
H -0.524 -2.796 0.441
H 0.036 -1.907 -1.045
H -0.593 -0.678 1.603
H -0.552 0.618 -1.030
H 1.849 0.638 -1.234
H -1.573 1.949 0.773
H -0.269 1.562 1.871
H 1.335 3.322 1.041
O -2.388 -0.973 -1.828
H -2.073 -0.965 -0.919
H -3.151 -0.441 -1.838
O 0.289 -0.468 -2.963
H 0.451 -0.652 -3.891
H -0.605 -0.718 -2.763
O 0.913 0.001 3.062
H 1.435 -0.322 3.763
H 1.492 0.090 2.278
```

Lowest unoccupied orbital energy (eV): 0.61
SMILES: CN[C@H](C=O)CS.O.O.O
Gap between HOMO and LUMO (hartree): 0.361
2S+1: 1
ΔE to the lowest compared entry with this formula, charge and spin (eV): 0.894

Results of the Löwdin charge analysis, in e, for atoms 1 through 8: -0.110, -0.082, -0.406, -0.225, 0.032, -0.479, 0.767, 0.087

Record 9
The following is a quantum chemistry calculation of a gas-phase ion, C4H15NOP (charge -1), from the OMol25 dataset.

```
22
C4H15NOP, DFT the ωB97M-V functional and the def2-TZVPD basis
C -0.156 2.747 -1.424
C -1.419 1.953 -1.082
C -1.235 0.455 -1.256
O -0.009 0.064 -0.714
C 0.130 -1.333 -0.453
P 0.799 -1.668 1.335
N 1.465 -1.962 3.005
H -0.428 3.733 -1.788
H 0.456 2.885 -0.539
H 0.458 2.236 -2.155
H -1.716 2.166 -0.062
H -2.212 2.256 -1.761
H -1.281 0.228 -2.332
H -2.055 -0.047 -0.743
H -0.823 -1.851 -0.549
H 0.853 -1.757 -1.154
H 1.449 -2.909 0.870
H -0.410 -2.445 1.652
H 0.133 -0.438 1.795
H 2.010 -0.881 0.968
H 1.596 -1.059 3.455
H 2.392 -2.371 2.930
```

Lowest unoccupied orbital energy (eV): 3.65
Total charge: -1
Gap between HOMO and LUMO (hartree): 0.240
2S+1: 1
ΔE to the lowest compared entry with this formula, charge and spin (eV): 0.000

Results of the Löwdin charge analysis, in e, for atoms 1 through 8: -0.113, -0.239, -0.293, -0.248, -0.432, 0.229, -0.326, 0.054